DFT (the ωB97M-V functional and the def2-TZVPD basis) results for 14 unconnected molecules or ions with the total composition C4H36N2O14.

Calculated values
Multiplicity: 2
E_HOMO (spin up / spin down), eV: 0.12 / -6.89
Orbital gap (spin up / spin down), hartree: 0.084 / 0.338
Total charge: -1
Energy, a.u.: -1336.83868
Relative energy (zero: lowest compared OMol25 entry of this formula, charge and spin), kJ/mol: 54.1
Molecular weight, g/mol: 336.3

Geometry as XYZ:
```
56
C4H36N2O14, DFT the ωB97M-V functional and the def2-TZVPD basis
C -1.7827 -0.2610 -3.5259
N -2.1682 -0.7772 -2.2839
C -2.1888 0.2163 -1.1999
C -0.9344 0.9996 -0.8930
N -1.0426 1.8614 0.1244
C -2.0963 2.2342 1.0399
O 0.1204 0.7036 -1.4408
H -1.3598 -1.0756 -4.1773
H -0.9289 0.4291 -3.5940
H -2.4706 0.3414 -4.1713
H -1.5704 -1.5886 -1.9711
H -2.9520 0.9870 -1.4524
H -2.6314 -0.2018 -0.2860
H -0.1694 2.3624 0.3882
H -2.7480 1.4555 1.3641
H -1.5983 2.7712 1.8508
H -2.6750 3.1369 0.6438
H 2.0346 5.2952 -0.7327
H 2.4665 3.9578 -0.9682
O 1.8752 4.4368 -0.3085
H -4.3601 -0.8182 -1.4492
H -5.5466 -1.2645 -0.6474
O -5.0567 -0.4644 -0.8644
H 3.5172 -2.8715 -0.5814
H 2.7864 -1.9434 -1.5844
O 2.7260 -2.7891 -1.1212
H 0.4839 4.6032 2.8178
H 1.0466 3.1836 2.8833
O 0.4064 3.7730 3.3347
H -4.3503 -0.5826 2.4639
H -4.6260 0.5244 1.5215
O -4.9903 0.1262 2.3207
H 2.2534 -1.3327 -4.3427
H 1.2241 -0.8942 -3.1592
O 2.1052 -0.8321 -3.5408
H 3.1151 1.3605 1.7436
H 2.9802 0.1528 2.4844
O 2.9884 1.1100 2.6908
H -0.9808 0.0852 2.8303
H -1.8197 -0.4050 4.0165
O -1.8355 -0.3153 3.0595
H 3.4533 -2.7981 1.5777
H 2.0584 -3.3969 1.9385
O 2.5899 -2.5920 1.9480
H -0.3044 -4.5230 2.3836
H -0.0721 -3.3386 1.4533
O -0.1441 -3.5747 2.3910
H 1.0395 -2.4984 -0.3652
H -0.0337 -1.5314 -0.1487
O 0.0876 -2.3917 -0.5825
H 2.0029 0.4270 -0.9907
H 3.4232 1.0560 -1.4828
O 2.9434 0.5468 -0.8204
H 4.6174 -0.9608 -0.9700
H 4.2472 -0.8085 0.4783
O 4.8447 -1.3059 -0.0924
```